Entry 1:
Density functional theory data (wB97M-V/def2-TZVPD) for a cluster of 10 separate species, C5H29N2O10 in total in a non-equilibrium geometry.

Computed properties:
Charge = +1
Frontier orbital gap = 0.365 Ha
LUMO = -2.38 eV

Bonds (Å) are listed after each position.
Geometry (Å):
1 O -1.39858 1.77665 1.42748  C2 1.203
2 C -1.82079 2.28528 0.42199  O1 1.203, C3 1.559, H9 1.153
3 C -1.30300 1.69455 -0.92407  C2 1.559, C4 1.479, H10 1.102, H11 1.095
4 C 0.09918 2.10360 -1.15860  C3 1.479, C5 1.579, H12 1.097, H13 1.147
5 C 1.13437 1.05540 -0.58969  C4 1.579, N8 1.407, H14 1.146, H15 1.126
6 N 3.13067 -1.01439 -1.68240  C7 1.324, H16 1.058, H17 0.958
7 C 1.81873 -1.00508 -1.86320  N6 1.324, N8 1.347, H18 1.239
8 N 0.95998 -0.19121 -1.21897  C5 1.407, C7 1.347, H19 1.068
9 H -2.41612 3.26750 0.32548  C2 1.153
10 H -1.37935 0.59501 -0.91655  C3 1.102
11 H -1.88266 2.23268 -1.68123  C3 1.095
12 H 0.28510 2.14867 -2.23846  C4 1.097
13 H 0.26034 3.14509 -0.70712  C4 1.147
14 H 0.85964 1.13799 0.51947  C5 1.146
15 H 2.14099 1.55524 -0.65795  C5 1.126
16 H 3.66735 -0.11935 -1.50936  N6 1.058
17 H 3.67990 -1.61652 -2.18546  N6 0.958
18 H 1.27888 -1.83557 -2.60768  C7 1.239
19 H -0.08484 -0.36517 -1.35738  N8 1.068
20 H 0.60728 -1.34757 0.93877  O22 0.987
21 H 2.12809 -1.15189 1.43884  O22 0.927
22 O 1.23280 -1.15718 1.67808  H20 0.987, H21 0.927
23 H -1.29825 -2.20271 -0.88349  O25 1.088
24 H -1.57074 -1.12975 -2.05756  O25 0.875
25 O -0.94240 -1.65946 -1.75595  H23 1.088, H24 0.875
26 H -4.63680 1.69077 0.69377  O28 0.928
27 H -3.80658 0.60604 1.31231  O28 0.964
28 O -3.92337 1.12682 0.50900  H26 0.928, H27 0.964
29 H 4.39422 2.60567 -1.19714  O31 0.967
30 H 4.79863 1.65610 -0.12726  O31 0.966
31 O 4.51855 1.65736 -1.05195  H29 0.967, H30 0.966
32 H -3.85692 -0.55150 -2.30094  O34 0.948
33 H -3.64802 -0.10297 -0.98056  O34 1.005
34 O -3.17452 -0.05822 -1.86569  H32 0.948, H33 1.005
35 H -1.05031 -4.05801 0.91041  O37 0.970
36 H -1.53421 -2.63663 1.19667  O37 0.977
37 O -1.07376 -3.17083 0.51995  H35 0.970, H36 0.977
38 H 3.83508 -0.39740 1.95507  O40 0.913
39 H 3.09128 0.73582 1.37655  O40 0.953
40 O 3.55528 -0.06580 1.15200  H38 0.913, H39 0.953
41 H -1.57164 -0.07188 1.75670  O43 0.950
42 H -2.29639 -1.28799 2.59117  O43 1.044
43 O -2.22544 -0.75854 1.69459  H41 0.950, H42 1.044
44 H -0.20296 -2.06900 4.43161  O46 0.958
45 H 0.15936 -1.32265 3.06816  O46 0.967
46 O -0.53805 -1.72896 3.60058  H44 0.958, H45 0.967

Entry 2:
Density functional theory data (wB97M-V/def2-TZVPD) for a cluster of 8 separate species, C5H29N2O7 in total in a non-equilibrium geometry.

Computed properties:
Charge = +1
Frontier orbital gap = 0.313 Ha
LUMO = -2.66 eV

Bonds (Å) are listed after each position.
Geometry (Å):
1 C 1.84102 1.24163 1.07597  C2 1.537, H8 1.095, H9 1.064, H10 1.149
2 C 0.76786 0.97172 0.00964  C1 1.537, C3 1.519, N7 1.497, H11 1.133
3 C 0.22856 -0.43652 0.18813  C2 1.519, C4 1.487, H12 1.146, H13 1.085
4 C -1.00849 -0.69196 -0.59624  C3 1.487, N6 1.445, H14 1.131, H15 1.146
5 C -3.45487 -1.01255 0.20803  N6 1.510, H16 1.116, H17 1.073, H18 1.185
6 N -2.11039 -0.32803 0.26486  C4 1.445, C5 1.510, H19 0.981
7 N 1.43385 1.24775 -1.30259  C2 1.497, H20 1.044, H21 1.030, H22 1.125
8 H 2.64691 1.95361 0.87029  C1 1.095
9 H 2.53174 0.44284 1.20879  C1 1.064
10 H 1.39994 1.46046 2.11461  C1 1.149
11 H 0.03870 1.83427 0.10489  C2 1.133
12 H -0.17254 -0.39068 1.26098  C3 1.146
13 H 0.95432 -1.23386 0.06224  C3 1.085
14 H -1.05849 -0.17767 -1.60182  C4 1.131
15 H -1.08256 -1.82051 -0.78396  C4 1.146
16 H -3.38208 -1.79550 -0.58400  C5 1.116
17 H -3.76183 -1.42581 1.14951  C5 1.073
18 H -4.14075 -0.09090 -0.08384  C5 1.185
19 H -2.18183 0.61803 0.51526  N6 0.981
20 H 1.22037 2.21828 -1.62290  N7 1.044
21 H 1.20406 0.56893 -2.04248  N7 1.030
22 H 2.54151 1.13561 -1.14269  N7 1.125
23 H -2.30184 1.87552 3.50404  O25 0.999
24 H -0.93018 1.27708 3.01563  O25 1.009
25 O -1.48217 2.12140 2.98806  H23 0.999, H24 1.009
26 H -1.77101 3.39432 -2.66076  O28 0.962
27 H -1.54540 4.34012 -1.53616  O28 0.964
28 O -1.05503 3.77277 -2.14243  H26 0.962, H27 0.964
29 H 0.78704 -1.79751 -3.01281  O31 1.015
30 H 1.23638 -1.08208 -4.24146  O31 0.952
31 O 1.20312 -0.91859 -3.30405  H29 1.015, H30 0.952
32 H 0.05297 -0.19786 4.72830  O34 0.967
33 H -0.90756 -0.44382 3.56084  O34 0.960
34 O -0.78296 0.09843 4.34282  H32 0.967, H33 0.960
35 H 4.29670 0.96277 -2.67098  O37 0.996
36 H 4.25455 -0.39682 -2.15680  O37 0.941
37 O 3.64774 0.31053 -2.28935  H35 0.996, H36 0.941
38 H -1.25184 -2.31140 3.16996  O40 0.964
39 H -1.93974 -1.84818 1.83530  O40 1.023
40 O -1.03413 -2.04755 2.26838  H38 0.964, H39 1.023
41 H 1.58517 -4.42760 -1.13692  O43 0.997
42 H 2.09580 -3.46856 -2.08446  O43 0.952
43 O 1.38742 -3.50214 -1.44984  H41 0.997, H42 0.952

Entry 3:
Density functional theory data (wB97M-V/def2-TZVPD) for a cluster of 9 separate species, C5H29N2O9 in total in a non-equilibrium geometry.

Computed properties:
Charge = +1
Frontier orbital gap = 0.328 Ha
LUMO = -2.52 eV

Bonds (Å) are listed after each position.
Geometry (Å):
1 C -0.96330 -1.17345 3.01472  O2 1.486, C3 1.543, H9 1.089, H10 1.081
2 O 0.00952 -1.73291 2.04116  C1 1.486, H11 0.961
3 C -1.58747 0.10795 2.42279  C1 1.543, C4 1.525, H12 1.090, H13 1.095
4 C -1.77060 0.13909 0.90877  C3 1.525, C5 1.496, H14 1.098, H15 1.084
5 C -0.53944 0.45696 0.12100  C4 1.496, C6 1.336, N8 1.450
6 C -0.17010 1.71951 -0.11108  C5 1.336, N7 1.366, H16 1.074
7 N 0.99219 2.08972 -0.72672  C6 1.366, H17 1.011, H18 1.004
8 N 0.21117 -0.67454 -0.38636  C5 1.450, H19 1.022, H20 1.039, H21 1.024
9 H -1.77784 -1.89146 2.92643  C1 1.089
10 H -0.44086 -1.09606 3.95843  C1 1.081
11 H -0.18284 -2.67301 1.98861  O2 0.961
12 H -1.06673 0.97300 2.83344  C3 1.090
13 H -2.56982 0.16988 2.90363  C3 1.095
14 H -2.10494 -0.88599 0.70358  C4 1.098
15 H -2.63074 0.76779 0.71003  C4 1.084
16 H -0.80480 2.49785 0.26964  C6 1.074
17 H 1.68303 1.41805 -1.03149  N7 1.011
18 H 1.29693 3.04438 -0.66438  N7 1.004
19 H 0.65953 -1.25979 0.32100  N8 1.022
20 H -0.49375 -1.29711 -0.82805  N8 1.039
21 H 0.91640 -0.45293 -1.09565  N8 1.024
22 H 1.80996 0.99666 2.14323  O24 0.986
23 H 1.56409 -0.53127 2.26436  O24 0.967
24 O 2.20385 0.11647 1.93953  H22 0.986, H23 0.967
25 H -3.31295 3.29610 -2.06437  O27 0.961
26 H -1.91002 3.46581 -2.77827  O27 0.962
27 O -2.45689 2.89281 -2.23257  H25 0.961, H26 0.962
28 H 0.30085 2.89023 2.91936  O30 0.963
29 H 1.55621 3.16547 2.19682  O30 0.966
30 O 1.08045 2.42632 2.59664  H28 0.963, H29 0.966
31 H -0.50533 -1.77654 -2.56773  O33 0.968
32 H -1.99308 -1.27711 -2.25158  O33 0.983
33 O -1.35442 -2.01980 -2.17245  H31 0.968, H32 0.983
34 H -2.14066 1.05963 -2.43873  O36 0.977
35 H -3.48334 0.50720 -3.08520  O36 0.959
36 O -2.58791 0.28192 -2.82591  H34 0.977, H35 0.959
37 H 2.25964 -2.87895 0.03469  O39 0.962
38 H 3.65534 -2.78648 -0.36679  O39 0.969
39 O 2.85132 -3.26419 -0.61923  H37 0.962, H38 0.969
40 H 3.74809 -0.35607 -0.67295  O42 0.955
41 H 2.56703 0.29298 0.30141  O42 0.980
42 O 2.84287 -0.07022 -0.56570  H40 0.955, H41 0.980
43 H 1.60058 -1.98933 -4.07704  O45 0.963
44 H 1.63363 -2.78824 -2.81848  O45 0.971
45 O 1.40513 -1.90034 -3.13853  H43 0.963, H44 0.971

Entry 4:
Density functional theory data (wB97M-V/def2-TZVPD) for a cluster of 10 separate species, C5H29NO10 in total in a non-equilibrium geometry.

Computed properties:
Charge = 0
Frontier orbital gap = 0.330 Ha
LUMO = 0.07 eV

Bonds (Å) are listed after each position.
Geometry (Å):
1 C 0.46984 -0.60179 3.52770  C2 1.536, H8 1.136, H9 1.209, H10 1.036
2 C 0.99541 0.00927 2.22026  C1 1.536, C3 1.513, H11 1.143, H12 1.052
3 C 0.61818 -1.04109 1.19808  C2 1.513, C4 1.509, N6 1.466, H13 1.120
4 C -0.87251 -1.07506 0.96837  C3 1.509, O5 1.217, H14 1.108
5 O -1.39449 -1.85816 0.19717  C4 1.217
6 N 1.17400 -0.56083 -0.07047  C3 1.466, C7 1.459, H15 1.032
7 C 2.59130 -0.82294 -0.29507  N6 1.459, H16 1.148, H17 1.149, H18 1.166
8 H -0.03257 0.24931 4.08846  C1 1.136
9 H 1.32341 -0.88173 4.33645  C1 1.209
10 H -0.40173 -1.16226 3.52029  C1 1.036
11 H 2.13697 0.06826 2.22477  C2 1.143
12 H 0.55249 0.94092 2.01406  C2 1.052
13 H 0.86799 -2.07483 1.54870  C3 1.120
14 H -1.65745 -0.43782 1.42285  C4 1.108
15 H 0.92184 0.43766 -0.14068  N6 1.032
16 H 2.61311 -0.68918 -1.43539  C7 1.148
17 H 2.73698 -1.93673 -0.05311  C7 1.149
18 H 3.33900 -0.25034 0.39243  C7 1.166
19 O 0.20156 2.27206 -0.47927  H20 0.898, H21 1.113
20 H -0.17639 3.08682 -0.46178  O19 0.898
21 H -0.03758 1.85809 -1.48474  O19 1.113
22 O 0.20195 2.81200 3.37531  H23 1.001, H24 0.962
23 H -0.67548 2.75197 2.89663  O22 1.001
24 H 0.14019 2.07893 3.99487  O22 0.962
25 O 1.32548 -2.47272 -2.66051  H26 0.993, H27 1.025
26 H 1.72832 -3.38005 -2.69701  O25 0.993
27 H 0.91710 -2.25073 -1.74665  O25 1.025
28 O -3.20288 -2.44097 -1.85621  H29 0.932, H30 0.958
29 H -2.77281 -2.73756 -1.08435  O28 0.932
30 H -3.95572 -1.87197 -1.69126  O28 0.958
31 O -3.67024 1.23384 1.72530  H32 1.038, H33 0.918
32 H -3.99478 2.07328 1.20872  O31 1.038
33 H -3.61128 0.67803 0.99740  O31 0.918
34 O -0.03090 -0.70550 -3.87591  H35 1.023, H36 0.949
35 H -0.65060 -1.36929 -3.40575  O34 1.023
36 H 0.76867 -0.68557 -3.36591  O34 0.949
37 O -2.82952 0.64782 -1.25222  H38 0.989, H39 1.108
38 H -3.23997 0.86923 -2.12424  O37 0.989
39 H -2.98975 -0.44518 -1.16740  O37 1.108
40 O -0.77846 1.93778 -3.69601  H41 0.868, H42 1.023
41 H -1.26700 1.32110 -3.32895  O40 0.868
42 H -0.08813 1.53616 -4.33551  O40 1.023
43 O 4.39966 1.60254 0.65831  H44 0.985, H45 0.976
44 H 3.76194 2.26475 0.30537  O43 0.985
45 H 4.54487 1.02249 -0.11311  O43 0.976

Entry 5:
Density functional theory data (wB97M-V/def2-TZVPD) for a cluster of 10 separate species, C5H29NO9 in total in a non-equilibrium geometry.

Computed properties:
Charge = 0
Frontier orbital gap = 0.350 Ha
LUMO = 0.18 eV

Bonds (Å) are listed after each position.
Geometry (Å):
1 C -1.01551 -1.83025 -2.03726  C2 1.508, H7 1.093, H8 1.090, H9 1.092
2 C -0.98263 -0.71087 -1.02721  C1 1.508, C3 1.330, H10 1.084
3 C 0.15062 -0.09617 -0.69896  C2 1.330, C4 1.504, H11 1.089
4 C 0.24500 0.82139 0.48945  C3 1.504, N5 1.464, H12 1.093, H13 1.103
5 N 0.95099 0.12357 1.56609  C4 1.464, C6 1.453, H14 1.015
6 C 1.20306 0.99031 2.70447  N5 1.453, H15 1.100, H16 1.092, H17 1.099
7 H -0.83495 -1.46101 -3.05049  C1 1.093
8 H -1.97156 -2.35331 -2.03984  C1 1.090
9 H -0.24474 -2.58335 -1.86253  C1 1.092
10 H -1.74865 -0.69034 -0.26048  C2 1.084
11 H 1.08817 -0.26377 -1.22714  C3 1.089
12 H -0.75752 1.10637 0.81732  C4 1.093
13 H 0.77224 1.75442 0.22881  C4 1.103
14 H 1.87033 -0.13572 1.22246  N5 1.015
15 H 1.87413 0.46672 3.40173  C6 1.100
16 H 0.33203 1.16364 3.33960  C6 1.092
17 H 1.72308 1.93863 2.51183  C6 1.099
18 O 3.22435 2.46255 -0.92072  H19 0.962, H20 0.967
19 H 2.90479 2.86682 -1.73250  O18 0.962
20 H 2.45745 2.09450 -0.46168  O18 0.967
21 O 3.25700 -0.16118 -2.24256  H22 0.971, H23 0.974
22 H 3.46752 -0.86967 -1.61262  O21 0.971
23 H 3.27040 0.62540 -1.66773  O21 0.974
24 O -3.50343 0.94047 1.04052  H25 0.961, H26 0.965
25 H -3.75018 1.07632 1.95963  O24 0.961
26 H -3.32395 1.81071 0.66361  O24 0.965
27 O -2.36330 2.34122 -1.06196  H28 0.963, H29 0.965
28 H -1.52512 2.03759 -1.42582  O27 0.963
29 H -3.03867 1.79690 -1.48446  O27 0.965
30 O 0.71518 2.05598 -2.81171  H31 0.962, H32 0.963
31 H -0.10411 2.27672 -3.26577  O30 0.962
32 H 1.16851 1.38977 -3.33953  O30 0.963
33 O -2.72817 -1.12574 2.95856  H34 0.970, H35 0.959
34 H -3.38616 -1.64832 2.47400  O33 0.970
35 H -1.93922 -1.20798 2.41885  O33 0.959
36 O 1.54171 -2.87993 1.29985  H37 0.969, H38 0.971
37 H 1.18743 -2.97403 0.40320  O36 0.969
38 H 0.78503 -2.40979 1.68503  O36 0.971
39 O 3.62559 -1.27429 0.46204  H40 0.970, H41 0.977
40 H 4.12684 -0.93229 1.21831  O39 0.970
41 H 3.05150 -1.95872 0.85882  O39 0.977
42 O -3.76253 -1.70410 0.43658  H43 0.967, H44 0.960
43 H -3.80436 -0.73993 0.36952  O42 0.967
44 H -4.20818 -2.12925 -0.29932  O42 0.960

Entry 6:
Density functional theory data (wB97M-V/def2-TZVPD) for the molecule C5H2Cl5P in a non-equilibrium geometry.

Computed properties:
Charge = 0
Frontier orbital gap = 0.241 Ha
LUMO = -2.05 eV

Bonds (Å) are listed after each position.
Geometry (Å):
1 C 1.06194 0.87767 0.00176  C2 1.348, C3 1.459, H12 1.191
2 C 1.33548 -0.44056 0.07348  C1 1.348, P6 1.799, H13 1.116
3 C -0.22585 1.51061 -0.26461  C1 1.459, C4 1.399, Cl7 1.687
4 C -1.46298 0.92433 0.02587  C3 1.399, C5 1.385, Cl8 1.749
5 C -1.48852 -0.23348 0.78586  C4 1.385, Cl9 1.676
6 P 0.32571 -1.77505 -0.58646  C2 1.799, Cl10 2.048, Cl11 2.005
7 Cl -0.10185 3.11773 -0.76334  C3 1.687
8 Cl -2.95672 1.75963 -0.33537  C4 1.749
9 Cl -2.90682 -1.07968 1.07397  C5 1.676
10 Cl 0.50907 -3.08932 0.97407  P6 2.048
11 Cl 1.64893 -2.66689 -1.79999  P6 2.005
12 H 1.90357 1.66216 0.31142  C1 1.191
13 H 2.35804 -0.56716 0.50335  C2 1.116